# 1
{
  "formula": "C6H15F2N4O7S2Tl",
  "method": "ωB97M-V/def2-TZVPD",
  "homo_lumo_gap_ev": 1.24,
  "homo_energy_ev": -13.95,
  "charge": 2,
  "e_above_lowest_ev": 3.5210,
  "species": ["Tl", "N", "S", "O", "O", "F", "S", "O", "O", "F", "O", "C", "N", "C", "H", "H", "H", "H", "H", "O", "C", "N", "C", "H", "H", "H", "H", "H", "O", "C", "N", "C", "H", "H", "H", "H", "H"],
  "coordinates": [[20.444, 21.969, -29.317], [17.228, 26.162, -31.040], [15.754, 26.675, -30.831], [14.827, 26.280, -31.929], [15.497, 27.949, -30.128], [15.283, 25.487, -29.799], [17.537, 27.456, -32.132], [18.554, 28.421, -31.682], [16.514, 27.929, -33.032], [18.456, 26.658, -33.207], [20.215, 16.160, -31.147], [19.801, 15.029, -31.211], [20.277, 14.179, -30.413], [18.782, 14.605, -32.326], [20.975, 14.471, -29.744], [20.324, 13.294, -30.897], [19.227, 13.736, -32.811], [18.398, 15.096, -33.221], [17.911, 14.386, -31.709], [18.527, 22.736, -23.607], [18.404, 23.327, -22.570], [19.182, 23.034, -21.589], [17.225, 24.298, -22.220], [19.259, 23.569, -20.736], [19.836, 22.284, -21.764], [17.226, 24.770, -21.238], [16.416, 23.579, -22.096], [16.940, 24.920, -23.069], [25.321, 23.696, -26.290], [26.281, 24.407, -25.996], [27.065, 23.999, -25.043], [26.570, 25.763, -26.543], [26.915, 23.119, -24.570], [27.918, 24.510, -24.866], [25.668, 25.826, -27.151], [27.469, 25.754, -27.159], [26.508, 26.492, -25.735]]
}

---

# 2
{
  "formula": "C6H15FN3",
  "method": "ωB97M-V/def2-TZVPD",
  "homo_lumo_gap_ev": 9.85,
  "smiles": "N[C@H]1C[NH2+]C[C@@H](CCF)N1",
  "homo_energy_ev": -13.02,
  "charge": 1,
  "e_above_lowest_ev": 0.0000,
  "species": ["N", "C", "C", "N", "C", "C", "C", "C", "F", "N", "H", "H", "H", "H", "H", "H", "H", "H", "H", "H", "H", "H", "H", "H", "H"],
  "coordinates": [[1.834, 1.436, 0.535], [1.695, 0.244, -0.293], [1.383, -0.949, 0.642], [0.087, -1.715, 0.406], [-0.759, -1.372, -0.799], [-0.611, 0.079, -1.217], [-1.385, 1.106, -0.351], [-1.543, 0.819, 1.132], [-2.290, -0.355, 1.340], [0.808, 0.291, -1.443], [1.862, 2.284, -0.020], [1.094, 1.542, 1.216], [2.692, 0.048, -0.693], [2.179, -1.686, 0.584], [1.356, -0.595, 1.670], [-0.504, -1.657, 1.238], [0.331, -2.700, 0.315], [-1.784, -1.619, -0.542], [-0.426, -2.016, -1.610], [-1.083, 0.084, -2.203], [-2.387, 1.220, -0.774], [-0.906, 2.085, -0.435], [-0.587, 0.655, 1.641], [-2.043, 1.641, 1.643], [0.986, 1.130, -1.979]]
}

---

# 3
{
  "formula": "C6H15I2P",
  "method": "ωB97M-V/def2-TZVPD",
  "homo_lumo_gap_ev": 8.95,
  "smiles": "CC[C@@H](I)[PH3]C[C@H](C)I",
  "homo_energy_ev": -8.43,
  "species": ["C", "C", "C", "I", "P", "C", "C", "C", "I", "H", "H", "H", "H", "H", "H", "H", "H", "H", "H", "H", "H", "H", "H", "H"],
  "coordinates": [[-0.668, -2.579, 0.649], [-1.718, -1.570, 1.146], [-2.055, -0.585, 0.045], [-4.033, 0.235, 0.289], [-0.728, 0.830, -0.126], [0.629, 2.152, -0.288], [2.066, 1.650, -0.301], [2.363, 0.479, -1.245], [2.716, 1.140, 1.703], [-0.041, -2.899, 1.474], [-0.043, -2.159, -0.133], [-1.178, -3.447, 0.252], [-1.367, -1.051, 2.034], [-2.609, -2.126, 1.408], [-2.093, -1.132, -0.889], [0.069, 0.128, 0.823], [-1.661, 1.796, 0.322], [-0.628, 0.528, -1.517], [0.430, 2.761, -1.167], [0.522, 2.823, 0.563], [2.702, 2.474, -0.584], [1.527, -0.202, -1.357], [2.608, 0.857, -2.232], [3.190, -0.103, -0.869]]
}

---

# 4
{
  "formula": "C6H15IN3O3",
  "method": "ωB97M-V/def2-TZVPD",
  "homo_lumo_gap_ev": 7.47,
  "homo_energy_ev": -4.68,
  "charge": -1,
  "e_above_lowest_ev": 0.4989,
  "species": ["I", "O", "C", "N", "C", "H", "H", "H", "H", "H", "O", "C", "N", "C", "H", "H", "H", "H", "H", "O", "C", "N", "C", "H", "H", "H", "H", "H"],
  "coordinates": [[13.092, 15.616, -7.451], [15.469, 20.651, -9.394], [15.296, 19.426, -9.372], [14.357, 18.828, -8.609], [16.160, 18.497, -10.193], [13.764, 19.453, -8.091], [14.164, 17.834, -8.637], [17.150, 18.477, -9.732], [16.278, 18.850, -11.216], [15.790, 17.472, -10.267], [12.625, 11.321, -4.875], [11.552, 11.460, -5.431], [11.262, 12.455, -6.308], [10.411, 10.499, -5.170], [10.383, 12.438, -6.802], [11.957, 13.131, -6.607], [10.753, 9.472, -5.143], [9.595, 10.642, -5.884], [9.964, 10.750, -4.202], [8.886, 12.599, -7.239], [8.549, 13.784, -7.264], [9.396, 14.821, -7.438], [7.104, 14.156, -7.071], [9.103, 15.755, -7.217], [10.392, 14.731, -7.583], [6.922, 15.226, -7.076], [6.763, 13.683, -6.151], [6.540, 13.656, -7.860]]
}

---

# 5
{
  "formula": "C6H15INO2PS",
  "method": "ωB97M-V/def2-TZVPD",
  "homo_lumo_gap_ev": 4.38,
  "homo_energy_ev": -5.39,
  "species": ["C", "C", "C", "O", "S", "C", "C", "N", "P", "C", "O", "H", "H", "H", "H", "H", "H", "H", "H", "H", "H", "H", "H", "H", "H", "H", "I"],
  "coordinates": [[-2.790, -1.508, -0.764], [-2.483, 0.098, -0.650], [-1.484, 0.473, 0.638], [-0.119, 0.475, 0.091], [0.944, -0.509, 0.991], [2.116, 0.661, 1.908], [1.600, 2.195, 1.486], [2.159, 2.910, 0.432], [2.094, -1.567, -0.513], [1.869, -0.488, -2.099], [1.312, -3.140, -0.708], [-2.210, -2.168, 0.022], [-3.963, -1.637, -0.635], [-2.558, -1.877, -1.875], [-3.430, 0.788, -0.646], [-1.862, 0.406, -1.622], [-1.786, 1.587, 0.945], [-1.643, -0.238, 1.558], [2.046, 0.578, 3.074], [3.222, 0.449, 1.514], [0.708, 2.620, 2.133], [2.922, 2.300, 0.009], [2.216, 0.634, -1.952], [2.420, -0.911, -3.043], [0.706, -0.501, -2.362], [0.347, -2.957, -0.490], [-2.353, 1.324, 2.558]]
}

---

# 6
{
  "formula": "C6H15INP2S3",
  "method": "ωB97M-V/def2-TZVPD",
  "homo_lumo_gap_ev": 7.90,
  "homo_energy_ev": -11.71,
  "charge": 1,
  "species": ["C", "P", "C", "C", "I", "C", "P", "S", "C", "N", "S", "C", "S", "H", "H", "H", "H", "H", "H", "H", "H", "H", "H", "H", "H", "H", "H", "H"],
  "coordinates": [[-0.085, -2.620, 1.624], [-0.157, -0.790, 1.843], [-1.968, -0.469, 1.678], [0.582, -0.078, 0.266], [2.459, -1.076, -0.123], [-0.340, 0.169, -0.932], [-0.966, -1.241, -1.956], [0.103, -2.845, -2.105], [0.196, 1.365, -1.725], [1.065, 2.109, -0.732], [2.740, 2.376, -1.355], [0.923, 1.395, 0.616], [2.265, 1.742, 1.743], [0.310, -2.902, 0.657], [0.510, -3.010, 2.437], [-1.093, -3.013, 1.689], [-2.330, -0.626, 0.667], [-2.464, -1.198, 2.309], [-2.240, 0.520, 2.026], [-1.247, 0.546, -0.461], [-1.199, -0.614, -3.192], [-2.248, -1.491, -1.447], [0.691, 1.166, -2.663], [-0.658, 2.009, -1.896], [0.753, 3.075, -0.639], [2.830, 1.217, -2.014], [0.039, 1.831, 1.077], [1.529, 2.451, 2.609]]
}

---

# 7
{
  "formula": "C6H15N",
  "method": "ωB97M-V/def2-TZVPD",
  "homo_lumo_gap_ev": 10.19,
  "smiles": "CCCCCNC",
  "homo_energy_ev": -9.00,
  "e_above_lowest_ev": 1.0464,
  "species": ["C", "C", "C", "C", "C", "N", "C", "H", "H", "H", "H", "H", "H", "H", "H", "H", "H", "H", "H", "H", "H", "H"],
  "coordinates": [[2.978, -1.427, 0.824], [2.398, -0.288, -0.081], [1.021, 0.173, 0.457], [-0.226, -0.533, -0.064], [-1.010, 0.409, -0.999], [-1.910, 1.268, -0.196], [-3.182, 0.604, 0.102], [2.330, -2.294, 0.782], [3.211, -1.180, 1.858], [3.939, -1.629, 0.334], [3.162, 0.490, -0.119], [2.388, -0.712, -1.088], [1.121, 0.042, 1.538], [0.925, 1.252, 0.325], [-0.840, -0.785, 0.800], [-0.079, -1.463, -0.622], [-1.565, -0.132, -1.773], [-0.328, 1.072, -1.526], [-2.109, 2.048, -0.818], [-2.969, -0.218, 0.786], [-3.929, 1.232, 0.585], [-3.638, 0.216, -0.815]]
}

---

# 8
{
  "formula": "C6H15N",
  "method": "ωB97M-V/def2-TZVPD",
  "homo_lumo_gap_ev": 8.71,
  "homo_energy_ev": -8.00,
  "e_above_lowest_ev": 4.9841,
  "species": ["C", "N", "C", "C", "C", "C", "C", "H", "H", "H", "H", "H", "H", "H", "H", "H", "H", "H", "H", "H", "H", "H"],
  "coordinates": [[3.939, -0.119, -0.035], [0.531, -0.353, -1.311], [-0.321, 0.274, -0.492], [-1.264, -0.655, 0.183], [-1.748, -0.284, 1.699], [-2.373, -1.074, -0.806], [-0.274, 1.836, -0.519], [4.635, -0.939, -0.076], [4.455, 0.881, 0.052], [3.180, -0.140, -0.789], [3.222, -0.123, 0.875], [0.837, -0.027, -0.103], [-0.660, -1.537, 0.374], [-2.548, -0.978, 1.947], [-0.860, -0.463, 2.342], [-2.183, 0.781, 1.737], [-2.905, -0.190, -1.234], [-3.159, -1.800, -0.490], [-1.903, -1.555, -1.694], [-1.239, 2.364, -0.620], [0.295, 2.202, 0.380], [0.344, 1.898, -1.418]]
}

---

# 9
{
  "formula": "C6H15N",
  "method": "ωB97M-V/def2-TZVPD",
  "homo_lumo_gap_ev": 9.51,
  "smiles": "CCCCNCC",
  "homo_energy_ev": -8.38,
  "e_above_lowest_ev": 0.9098,
  "species": ["C", "C", "C", "C", "N", "C", "C", "H", "H", "H", "H", "H", "H", "H", "H", "H", "H", "H", "H", "H", "H", "H"],
  "coordinates": [[-0.210, -0.833, 2.867], [0.238, 0.134, 1.752], [-0.870, 0.591, 0.789], [-1.116, -0.332, -0.414], [0.116, -0.894, -0.957], [1.107, -0.013, -1.525], [0.640, 0.826, -2.725], [-0.403, -0.281, 3.789], [0.513, -1.612, 3.065], [-1.203, -1.225, 2.633], [1.007, -0.410, 1.207], [0.759, 1.000, 2.168], [-0.468, 1.506, 0.357], [-1.752, 0.813, 1.379], [-1.803, -1.146, -0.214], [-1.533, 0.340, -1.180], [-0.083, -1.714, -1.508], [1.994, -0.599, -1.751], [1.408, 0.683, -0.744], [0.362, 0.164, -3.543], [-0.146, 1.503, -2.404], [1.442, 1.501, -3.041]]
}

---

# 10
{
  "formula": "C6H15N",
  "method": "ωB97M-V/def2-TZVPD",
  "homo_lumo_gap_ev": 9.74,
  "smiles": "CCCNCCC",
  "homo_energy_ev": -8.58,
  "e_above_lowest_ev": 0.5624,
  "species": ["C", "C", "C", "N", "C", "C", "C", "H", "H", "H", "H", "H", "H", "H", "H", "H", "H", "H", "H", "H", "H", "H"],
  "coordinates": [[-0.223, 1.015, 2.781], [1.041, 0.659, 2.006], [0.844, -0.534, 1.079], [-0.160, -0.263, 0.079], [-0.210, -1.189, -1.050], [0.006, -0.460, -2.366], [-1.020, 0.637, -2.601], [-0.539, 0.143, 3.352], [0.020, 1.811, 3.498], [-0.992, 1.438, 2.146], [1.418, 1.514, 1.441], [1.817, 0.419, 2.727], [1.768, -0.792, 0.559], [0.607, -1.413, 1.708], [-1.063, -0.161, 0.522], [0.552, -1.948, -0.886], [-1.186, -1.675, -1.107], [-0.036, -1.133, -3.222], [0.999, -0.013, -2.427], [-2.026, 0.235, -2.749], [-0.759, 1.227, -3.477], [-1.037, 1.329, -1.757]]
}

---

# 11
{
  "formula": "C6H15N",
  "method": "ωB97M-V/def2-TZVPD",
  "homo_lumo_gap_ev": 10.32,
  "smiles": "CCCCCCN",
  "homo_energy_ev": -9.14,
  "e_above_lowest_ev": 0.8570,
  "species": ["C", "C", "C", "C", "C", "C", "N", "H", "H", "H", "H", "H", "H", "H", "H", "H", "H", "H", "H", "H", "H", "H"],
  "coordinates": [[-1.200, -0.764, -2.071], [-1.573, -0.914, -0.600], [-0.421, -1.323, 0.341], [-0.157, -0.433, 1.537], [0.290, 1.021, 1.299], [1.703, 1.253, 0.739], [1.851, 1.115, -0.734], [-1.954, -0.291, -2.697], [-0.279, -0.204, -2.181], [-0.936, -1.747, -2.475], [-2.015, 0.016, -0.240], [-2.402, -1.623, -0.524], [-0.473, -2.348, 0.703], [0.459, -1.307, -0.312], [0.726, -0.768, 2.099], [-0.968, -0.469, 2.256], [-0.432, 1.538, 0.642], [0.259, 1.658, 2.185], [2.353, 0.479, 1.151], [2.010, 2.242, 1.068], [0.938, 0.905, -1.097], [2.223, 1.967, -1.092]]
}

---

# 12
{
  "formula": "C6H15N",
  "method": "ωB97M-V/def2-TZVPD",
  "homo_lumo_gap_ev": 9.44,
  "homo_energy_ev": -8.60,
  "e_above_lowest_ev": 5.9776,
  "species": ["C", "N", "C", "C", "C", "C", "C", "H", "H", "H", "H", "H", "H", "H", "H", "H", "H", "H", "H", "H", "H", "H"],
  "coordinates": [[-2.047, 1.288, -1.670], [-1.081, -0.212, -1.077], [0.035, 0.200, -0.284], [1.079, -0.851, -0.074], [2.294, -0.132, 0.605], [0.373, -2.055, 0.692], [-0.578, 0.728, 1.126], [-1.831, 2.211, -1.104], [-3.100, 1.076, -1.408], [-2.018, 1.757, -2.650], [-1.201, 0.486, -1.887], [0.447, 1.160, -0.681], [1.405, -1.221, -0.993], [2.952, -0.945, 0.868], [2.940, 0.566, 0.048], [1.938, 0.421, 1.485], [-0.615, -1.934, 0.200], [0.327, -2.081, 1.850], [0.819, -3.030, 0.542], [-0.080, 0.369, 1.977], [-0.499, 1.889, 1.280], [-1.558, 0.311, 1.155]]
}